1.
Formula: C28H22N3O2
Source: OMol25
Level of theory: ωB97M-V/def2-TZVPD

Geometry as XYZ:
```
55
Properties=species:S:1:pos:R:3:forces:R:3
C -2.932146 -1.679294 2.605600 -0.6 -0.2 0.0
C -2.272938 -0.436614 3.077046 1.2 0.7 -0.2
C -3.101755 0.670016 3.342845 -1.2 1.3 0.0
N -3.834467 1.568390 3.549322 1.2 -1.4 -0.3
C -0.871789 -0.212012 2.859476 -1.0 -0.1 0.3
C 0.049306 -1.295522 2.714385 0.4 0.2 -0.2
C 1.406077 -1.048460 2.575485 -0.4 -0.3 0.1
C 1.896057 0.264827 2.567734 0.7 0.0 -0.2
C 3.308436 0.512654 2.452995 1.5 0.2 -0.3
N 4.456537 0.717408 2.351131 -1.9 -0.3 0.2
C 1.004525 1.338420 2.665258 -0.8 0.2 0.3
C -0.353662 1.112328 2.838203 0.9 0.2 -0.1
H -2.254649 -2.538583 2.614542 -0.3 0.1 0.0
H -3.778641 -1.898886 3.262653 0.1 -0.2 -0.3
H -3.335577 -1.543277 1.588685 0.1 -0.2 0.1
H -0.311891 -2.326663 2.732237 0.2 0.4 0.0
H 2.106745 -1.878232 2.464847 -0.2 0.2 0.1
H 1.379681 2.361508 2.608965 -0.1 -0.3 0.1
H -1.031670 1.961915 2.954155 0.2 -0.3 -0.1
C 0.772872 2.711505 9.852490 -0.4 -0.1 -0.4
N -0.303200 2.800926 8.888027 0.5 0.8 0.6
C -0.884030 4.121297 8.736689 0.1 -0.6 -0.1
C -0.780734 1.697335 8.176262 -0.5 -0.9 -0.8
C -1.853912 0.928105 8.682110 0.8 0.6 -0.1
C -2.435601 -0.049043 7.908827 -0.1 -0.3 -0.7
C -2.003601 -0.284689 6.577416 0.8 1.1 0.8
C -2.720166 -1.186689 5.709020 -0.2 -1.3 0.4
C -4.034134 -1.532002 5.904241 -0.1 0.3 -0.2
C -4.669668 -2.786148 5.395345 1.0 0.2 -0.7
O -4.113530 -3.755467 4.886219 -0.7 0.7 0.7
C -6.134083 -2.609059 5.596508 -0.7 0.2 0.2
C -6.390124 -1.385366 6.226897 -0.5 -0.5 -0.2
C -7.690282 -0.997448 6.530974 0.0 -0.1 -0.1
C -8.747025 -1.825054 6.136247 0.3 -0.3 -0.1
C -8.491280 -3.044518 5.472662 0.2 0.4 0.2
C -7.176399 -3.447900 5.214640 0.0 0.1 0.2
C -5.119066 -0.635741 6.451383 0.9 0.4 0.3
O -5.030251 0.487519 6.928303 -0.4 -1.2 -0.4
C -0.820147 0.368533 6.157609 -0.6 -0.6 -0.4
C -0.233435 1.355868 6.918078 -0.2 0.4 1.0
H 1.144856 1.681901 9.906029 -0.1 0.3 0.0
H 1.596623 3.381080 9.563049 0.1 -0.1 0.1
H 0.417071 3.021928 10.846579 0.2 -0.1 0.0
H -1.694813 4.075060 7.999891 0.2 0.1 0.2
H -1.282588 4.475602 9.700025 -0.1 0.1 -0.1
H -0.119660 4.836936 8.395531 -0.2 0.0 0.0
H -2.230803 1.159847 9.679675 0.1 -0.1 -0.2
H -3.248575 -0.634693 8.327238 0.1 0.1 -0.2
H -2.134833 -1.762647 4.991149 -0.1 -0.1 0.4
H -7.848704 -0.067299 7.071912 -0.1 -0.1 -0.2
H -9.776565 -1.529042 6.339516 0.3 -0.1 0.0
H -9.324342 -3.677100 5.162900 0.2 0.2 0.1
H -6.941044 -4.391469 4.726794 -0.1 0.2 0.0
H -0.397328 0.115296 5.186230 -0.2 0.1 0.2
H 0.628142 1.916593 6.552797 -0.2 -0.2 0.1
```
Positions in Å, forces in eV/Å.

Its HOMO-LUMO gap is 5.00 eV. The calculated total energy is -1394.9380 Eh. The value obtained for the energy above the lowest of the compared OMol25 structures with the same formula, charge and spin is 0.00 kcal per mole. As for the LUMO energy: 1.596 eV. Its charge is -1.

Results of the Mulliken charge analysis, in e, for atoms 1 through 2: -1.060 0.632


2.
Formula: C6H4AuF6N3O4S3
Source: OMol25
Level of theory: ωB97M-V/def2-TZVPD

Geometry as XYZ:
```
27
Properties=species:S:1:pos:R:3:forces:R:3
Au -0.115600 0.040600 -0.250200 -0.6 -0.2 -0.3
F 2.229300 3.167600 2.054400 0.1 -0.1 0.1
C 0.993100 2.722500 1.840300 0.1 0.3 -0.1
F 0.142500 3.632900 2.296400 -0.2 -0.2 0.2
F 0.821700 2.653900 0.515000 -0.1 -0.2 0.1
S 0.759600 1.062700 2.740300 0.1 0.8 -0.3
O -0.118500 0.263900 1.891500 -0.3 -0.2 -0.1
O 0.215100 1.410800 3.997200 0.0 0.1 0.5
N 2.222700 0.519700 2.861100 0.0 -0.1 0.1
S 2.907100 -0.139800 1.615400 0.1 -0.5 -0.9
O 4.326200 -0.106400 1.665800 0.4 0.0 0.6
O 2.339100 0.285700 0.345700 0.4 -0.1 0.4
C 2.440600 -1.975500 1.754300 0.0 -0.2 -0.1
F 3.520800 -2.747400 1.826100 0.2 0.3 0.0
F 1.693300 -2.210000 2.823500 -0.1 0.1 0.1
F 1.754200 -2.357800 0.669800 0.0 0.2 0.0
S 0.033700 -0.058200 -2.530600 -0.6 -0.5 0.0
C 1.461500 0.872800 -2.417300 0.5 -0.3 -0.5
N 2.656400 0.209600 -2.385100 -0.2 0.3 0.0
C 3.823800 0.861200 -2.309800 0.3 0.4 0.0
C 3.825200 2.230900 -2.335600 -0.2 -0.1 0.0
C 2.571200 2.858900 -2.428100 0.7 -0.1 0.1
N 1.445300 2.197000 -2.478100 -0.5 0.2 0.1
H 2.618700 -0.803400 -2.328500 -0.1 0.1 0.0
H 4.727800 0.273000 -2.245100 -0.1 -0.1 0.0
H 4.741500 2.793600 -2.291900 0.1 0.0 0.0
H 2.483600 3.936600 -2.462700 0.1 0.1 0.0
```
Positions in Å, forces in eV/Å.

Its HOMO-LUMO gap is 7.99 eV. The calculated total energy is -2625.6913 Eh. As for the LUMO energy: -1.286 eV. Its charge is 0.

Results of the Mulliken charge analysis, in e, for atoms 1 through 2: 0.452 -0.241


3.
Formula: C24H34BaN9O4Te
Source: OMol25
Level of theory: ωB97M-V/def2-TZVPD

Geometry as XYZ:
```
73
Properties=species:S:1:pos:R:3:forces:R:3
Ba -0.692273 -0.039047 -0.943649 0.6 -1.5 -0.2
N -3.324045 -0.448823 -0.798847 -1.1 -0.3 0.5
C -3.729727 0.252449 -2.006907 -0.4 0.2 -0.4
C -2.667892 -0.035219 -3.074839 -0.9 0.1 -0.4
O -2.384243 -1.264689 -3.209495 -0.2 -0.9 0.4
N -2.073812 0.844792 -3.803548 -0.3 0.3 -0.5
C -1.959744 2.216246 -3.411803 -0.1 0.2 0.1
C -1.054053 2.085518 -2.189385 -0.3 3.4 -1.8
O 0.129046 1.736628 -2.363971 1.1 1.3 -0.8
O -1.588031 2.162701 -1.067541 -0.9 1.4 0.8
H -3.302118 -1.439077 -1.025699 0.0 -0.1 0.1
H -4.003006 -0.308769 -0.055802 0.2 -0.1 -0.1
H -3.809727 1.316441 -1.799882 0.0 0.0 0.1
H -4.697641 -0.115838 -2.395260 0.2 0.1 0.0
H -2.898528 2.723482 -3.150465 0.1 0.0 0.0
H -1.465628 2.755212 -4.223214 0.0 0.1 0.1
O -0.441714 -1.418020 0.706845 0.2 -2.7 2.9
C 0.189839 -1.041102 1.741116 0.8 -0.7 1.0
N 1.346571 -1.440018 2.171776 0.0 0.3 0.1
C 2.023176 -2.361648 1.281296 -0.5 -0.1 0.2
C 2.845945 -1.614306 0.270137 0.5 -0.2 0.0
C 4.191131 -1.927682 0.061151 -0.2 0.0 0.0
C 4.909260 -1.221481 -0.886967 -0.1 0.1 0.0
C 4.278966 -0.187324 -1.564053 0.1 0.0 0.1
C 2.939185 0.054631 -1.287557 0.4 0.0 -0.2
N 2.240259 -0.650186 -0.416580 -0.2 -0.1 0.2
C -0.454558 0.043892 2.539789 -0.2 0.2 0.3
C -0.284918 0.241015 3.910377 0.0 -0.1 -0.1
C -0.924281 1.313431 4.505142 -0.1 0.0 -0.1
C -1.686617 2.169518 3.722066 0.1 0.0 -0.1
C -1.786318 1.891515 2.366942 -0.2 0.4 0.2
N -1.205174 0.852015 1.800301 0.1 -0.1 -0.1
H 1.283087 -2.959517 0.725745 0.2 -0.1 0.1
H 2.655630 -3.015976 1.888903 0.0 0.0 -0.2
H 4.657132 -2.722230 0.628011 0.0 0.0 0.0
H 5.941130 -1.475326 -1.092803 0.1 0.1 0.0
H 4.802823 0.416062 -2.293735 0.0 0.0 0.0
H 2.395175 0.837382 -1.791591 -0.1 0.2 -0.2
H 0.336579 -0.434453 4.476745 0.1 -0.1 0.0
H -0.834601 1.490597 5.567445 0.1 0.0 0.1
H -2.173897 3.034893 4.148686 -0.1 0.0 0.0
H -2.351196 2.520620 1.691952 -0.1 0.2 0.0
C 1.581356 2.813520 2.012772 -0.1 0.0 0.1
N 2.433513 2.205809 1.002180 -0.2 -0.2 -0.3
C 2.930377 3.251474 0.120951 0.0 0.1 0.0
N 3.694163 4.263139 0.863959 0.1 0.2 -0.3
C 2.815555 4.830523 1.881171 0.0 0.2 0.0
N 2.306680 3.820096 2.800237 -0.2 0.1 0.2
C 3.448149 3.160619 3.424759 0.0 0.0 0.2
N 4.339725 2.539827 2.450494 0.1 -0.1 0.1
C 3.556442 1.569140 1.672783 0.1 -0.2 0.1
C 4.794559 3.582023 1.535622 0.2 0.0 0.1
H 1.231114 2.030646 2.688914 0.0 0.1 -0.1
H 0.727700 3.288526 1.522455 0.0 0.0 0.0
H 2.085567 3.736212 -0.375879 0.0 -0.1 0.0
H 3.585672 2.810277 -0.636375 -0.1 0.0 0.0
H 1.975148 5.319413 1.382088 0.0 0.0 0.0
H 3.369661 5.584392 2.451864 0.0 0.0 0.0
H 3.079544 2.391200 4.108247 0.0 0.0 0.0
H 4.013797 3.905485 3.997068 0.0 -0.1 0.0
H 3.174575 0.788257 2.338202 0.0 0.0 -0.1
H 4.215465 1.113550 0.927355 -0.1 0.0 0.0
H 5.438518 3.122484 0.779107 0.0 0.1 0.0
H 5.371738 4.318054 2.107317 0.0 0.0 -0.1
C 2.277714 -0.855702 -4.410431 -0.1 -0.1 0.2
Te 0.128233 -0.813701 -3.895525 1.7 -1.6 -2.1
C 0.206475 -2.984236 -3.893573 -0.1 0.3 -0.1
H 2.416646 -1.493636 -5.281651 -0.1 0.0 -0.1
H 2.914995 -1.227473 -3.612477 0.0 -0.1 0.1
H 2.604481 0.148076 -4.666570 0.0 0.2 0.0
H 0.397900 -3.361292 -4.894258 0.0 0.0 -0.1
H -0.769704 -3.322198 -3.568261 -0.2 -0.1 0.1
H 0.979068 -3.346595 -3.219483 0.0 0.0 0.1
```
Positions in Å, forces in eV/Å.

Its HOMO-LUMO gap is 6.26 eV. The calculated total energy is -2022.3094 Eh. The value obtained for the energy above the lowest of the compared OMol25 structures with the same formula, charge and spin is 63.82 kcal per mole. As for the LUMO energy: 2.337 eV. Its charge is -1.

Results of the Mulliken charge analysis, in e, for atoms 1 through 2: 1.262 -0.520


Result set for HOMO level: -3.40; -9.28; -3.93 eV, one per record in the order listed.
Result set for max |F|: 1.9; 1.0; 4.0 eV Å⁻¹, one per record in the order listed.